Entry 1:
C23H46BN5O7S | ωB97M-V/def2-TZVPD

Each atom is followed by the atoms it is bonded to, with distances in Å.
Positions of all 83 atoms, in Å:
1 S -3.5539 -1.2824 1.8145  O5 1.548, O6 1.570, C25 1.886, B37 1.878
2 O 4.5194 5.4273 -1.7216  C29 1.229
3 O -4.9030 6.1374 3.2497  C14 1.229
4 O 1.9941 -0.2245 0.9036  C34 1.229
5 O -4.4617 -0.1820 2.4145  S1 1.548
6 O -3.4461 -1.0219 0.2698  S1 1.570
7 O 3.1880 1.9047 -3.2946  C27 1.229
8 O -1.7614 -5.3195 -0.8689  C19 1.229
9 N -3.7101 -6.2603 -1.4685  C19 1.363, C23 1.444, H38 1.013
10 N 3.8466 1.8128 -5.4394  C26 1.444, C27 1.363, H72 1.013
11 N 3.8685 -0.3449 -0.3268  C30 1.444, C34 1.363, H63 1.013
12 N -5.6677 4.0323 3.4101  C14 1.363, C36 1.444, H60 1.013
13 N 3.0633 4.7319 -0.1602  C18 1.444, C29 1.363, H57 1.013
14 C -4.7958 4.9582 2.9192  O3 1.229, N12 1.363, C22 1.504
15 C -0.3874 -2.9404 0.8474  C32 1.669, C33 1.646, H78 1.170, H80 1.172
16 C 1.0867 -5.0291 1.6093  C31 1.428, C33 1.672
17 C -2.7046 -6.8766 0.6887  C19 1.504, H40 1.093, H50 1.093, H53 1.093
18 C 2.2924 4.8114 1.0580  N13 1.444, H75 1.094, H76 1.090, H82 1.094
19 C -2.6770 -6.0928 -0.5950  O8 1.229, N9 1.363, C17 1.504
20 C -1.3836 -1.3132 4.0983  C21 1.428, B37 1.678
21 C -0.9083 -1.8323 5.3409  C20 1.428, H56 1.194
22 C -3.7219 4.4860 1.9777  C14 1.504, H42 1.093, H54 1.093, H73 1.093
23 C -4.8651 -7.1147 -1.3260  N9 1.444, H55 1.094, H59 1.094, H66 1.090
24 C 4.1569 6.9158 0.1205  C29 1.504, H43 1.093, H62 1.093, H71 1.093
25 C -4.2334 -3.0334 1.9900  S1 1.886, H41 1.185, H51 1.172, H61 1.183
26 C 4.5866 2.2103 -6.6136  N10 1.444, H39 1.094, H52 1.090, H81 1.094
27 C 3.8877 2.3660 -4.1941  O7 1.229, N10 1.363, C35 1.504
28 C 1.7579 0.2661 -1.4296  C34 1.504, H45 1.093, H58 1.093, H83 1.093
29 C 3.9382 5.6494 -0.6613  O2 1.229, N13 1.363, C24 1.504
30 C 4.6714 -0.2684 -1.5243  N11 1.444, H65 1.094, H70 1.094, H77 1.090
31 C 0.8343 -6.3937 1.9436  C16 1.428, H46 1.172
32 C -0.5561 -1.3549 1.3421  C15 1.669, B37 1.677, H49 1.175, H74 1.193
33 C 1.1601 -3.4907 0.9578  C15 1.646, C16 1.672, H67 1.184, H68 1.182
34 C 2.5309 -0.1160 -0.1970  O4 1.229, N11 1.363, C28 1.504
35 C 4.8046 3.5378 -3.9728  C27 1.504, H47 1.093, H48 1.093, H79 1.093
36 C -5.7031 2.6142 3.1416  N12 1.444, H44 1.090, H64 1.094, H69 1.094
37 B -1.7949 -1.3059 2.4717  S1 1.878, C20 1.678, C32 1.677
38 H -3.6238 -5.7014 -2.3093  N9 1.013
39 H 3.8678 2.4705 -7.3960  C26 1.094
40 H -1.8176 -6.6396 1.2823  C17 1.093
41 H -3.3813 -3.8485 1.8716  C25 1.185
42 H -4.1755 4.0470 1.0854  C22 1.093
43 H 4.8792 7.5490 -0.4016  C24 1.093
44 H -4.9157 2.2992 2.4577  C36 1.090
45 H 2.1498 1.1998 -1.8406  C28 1.093
46 H 0.3732 -7.4041 2.3186  C31 1.172
47 H 4.7301 3.8709 -2.9342  C35 1.093
48 H 4.5138 4.3664 -4.6236  C35 1.093
49 H 0.4298 -0.9753 1.8576  C32 1.175
50 H -2.6994 -7.9477 0.4713  C17 1.093
51 H -4.8049 -3.1947 3.0010  C25 1.172
52 H 5.2421 3.0600 -6.4260  C26 1.090
53 H -3.5911 -6.6093 1.2693  C17 1.093
54 H -3.1046 5.3344 1.6703  C22 1.093
55 H -5.7596 -6.4870 -1.3726  C23 1.094
56 H -0.4311 -2.3435 6.3084  C21 1.194
57 H 2.9670 3.9060 -0.7393  N13 1.013
58 H 1.8210 -0.5338 -2.1718  C28 1.093
59 H -4.8742 -7.8162 -2.1652  C23 1.094
60 H -6.3620 4.4225 4.0366  N12 1.013
61 H -4.9918 -3.1892 1.0957  C25 1.183
62 H 4.5565 6.6784 1.1098  C24 1.093
63 H 4.3223 -0.5972 0.5433  N11 1.013
64 H -5.5924 2.0857 4.0927  C36 1.094
65 H 5.1308 -1.2474 -1.6882  C30 1.094
66 H -4.8603 -7.6703 -0.3888  C23 1.090
67 H 1.8281 -2.8769 1.7194  C33 1.184
68 H 1.6299 -3.5550 -0.1248  C33 1.182
69 H -6.6787 2.3748 2.7088  C36 1.094
70 H 5.4573 0.4743 -1.3593  C30 1.094
71 H 3.2164 7.4651 0.2105  C24 1.093
72 H 3.2082 1.0294 -5.5133  N10 1.013
73 H -3.0816 3.7558 2.4790  C22 1.093
74 H -0.8474 -0.7021 0.3875  C32 1.193
75 H 2.5639 3.9594 1.6879  C18 1.094
76 H 2.4694 5.7373 1.6042  C18 1.090
77 H 4.0877 0.0098 -2.4012  C30 1.090
78 H -0.7267 -2.9854 -0.2716  C15 1.170
79 H 5.8388 3.2437 -4.1686  C35 1.093
80 H -1.0396 -3.5909 1.5720  C15 1.172
81 H 5.1838 1.3556 -6.9440  C26 1.094
82 H 1.2332 4.7407 0.7947  C18 1.094
83 H 0.7062 0.4161 -1.1711  C28 1.093

HOMO level = -8.86 eV
electronic energy = -57881.4015 eV
SMILES = C#CCCCB(C#C)S(C)(=O)=O.CNC(C)=O.CNC(C)=O.CNC(C)=O.CNC(C)=O.CNC(C)=O
net charge = 0
Kohn-Sham gap = 7.60 eV

Entry 2:
C23H46Br2N6O3 | ωB97M-V/def2-TZVPD

Each atom is followed by the atoms it is bonded to, with distances in Å.
Positions of all 80 atoms, in Å:
1 Br 1.2037 -7.8363 2.4942  C34 1.940
2 Br -1.0093 -10.4129 2.1772  C33 2.061
3 O -4.0130 4.0567 1.0972  C25 1.218
4 O 7.1376 1.5127 -4.6498  C20 1.242
5 O -6.7735 -2.9624 2.4288  C23 1.278
6 N 8.1664 1.6745 -2.6325  C20 1.341, C21 1.429, C27 1.472
7 N -3.3954 3.5865 3.2495  C13 1.530, C25 1.360, C30 1.502
8 N 1.3223 -0.0584 0.4234  C29 1.179
9 N -8.1037 -1.3997 1.3330  C12 1.428, C14 1.489, C23 1.314
10 N 4.6245 -0.9313 7.9681  C26 1.169
11 N -1.1773 2.4465 -8.7638  C19 1.166
12 C -7.2890 -1.4263 0.1603  N9 1.428, H43 1.090, H50 1.090, H64 1.090
13 C -2.8618 2.5927 4.2828  N7 1.530, H41 1.090, H47 1.090, H59 1.090
14 C -9.4362 -0.7402 1.2462  N9 1.489, H49 1.090, H57 1.090, H65 1.090
15 C 0.8949 -2.2788 -2.5656  C17 1.543, C18 1.554, H38 1.090, H48 1.090
16 C -2.8684 5.3851 -7.9502  C22 1.556, C32 1.539, H70 1.090, H79 1.090
17 C 1.1188 -2.3059 -1.0391  C15 1.543, C29 1.511, H36 1.090, H60 1.090
18 C -0.2946 -1.4166 -3.0713  C15 1.554, H51 1.090, H55 1.090, H61 1.090
19 C -1.7616 3.2073 -8.1015  N11 1.166, C22 1.449
20 C 8.1368 1.7936 -3.9678  O4 1.242, N6 1.341, H45 1.101
21 C 9.1754 2.3677 -1.8944  N6 1.429, H40 1.090, H56 1.090, H74 1.090
22 C -2.4625 4.0899 -7.1903  C16 1.556, C19 1.449, H35 1.090, H72 1.090
23 C -7.6887 -2.0711 2.3840  O5 1.278, N9 1.314, H39 1.101
24 C 7.3293 -2.1733 4.1194  C28 1.566, H37 1.090, H42 1.090, H58 1.090
25 C -3.5096 3.3151 1.9215  O3 1.218, N7 1.360, H71 1.101
26 C 5.0832 -1.0292 6.8973  N10 1.169, C31 1.456
27 C 7.0682 1.0288 -1.8950  N6 1.472, H63 1.090, H73 1.090, H77 1.090
28 C 7.0597 -1.4436 5.4783  C24 1.566, C31 1.546, H46 1.090, H75 1.090
29 C 1.2238 -1.0290 -0.2387  N8 1.179, C17 1.511
30 C -4.0755 4.7969 3.8225  N7 1.502, H62 1.090, H66 1.090, H69 1.090
31 C 5.5324 -1.2067 5.5233  C26 1.456, C28 1.546, H76 1.090, H80 1.090
32 C -3.7225 6.2280 -6.9864  C16 1.539, H52 1.090, H53 1.090, H67 1.090
33 C -1.2455 -8.7904 3.4267  Br2 2.061, C34 1.526, H54 1.090, H68 1.090
34 C -0.7169 -7.5995 2.6325  Br1 1.940, C33 1.526, H44 1.090, H78 1.090
35 H -1.7155 4.4068 -6.4626  C22 1.090
36 H 2.0988 -2.7206 -0.8031  C17 1.090
37 H 6.7722 -1.6341 3.3533  C24 1.090
38 H 0.6510 -3.2803 -2.9201  C15 1.090
39 H -8.4627 -1.8865 3.1449  C23 1.101
40 H 9.9021 2.9672 -2.4425  C21 1.090
41 H -2.1418 3.1310 4.8992  C13 1.090
42 H 6.9431 -3.1925 4.1015  C24 1.090
43 H -7.8611 -1.9413 -0.6114  C12 1.090
44 H -0.7673 -6.6067 3.0797  C34 1.090
45 H 9.0102 2.3375 -4.3597  C20 1.101
46 H 7.4224 -2.1513 6.2237  C28 1.090
47 H -3.6442 2.3170 4.9898  C13 1.090
48 H 1.7830 -1.8850 -3.0599  C15 1.090
49 H -9.4384 0.1239 0.5818  C14 1.090
50 H -7.1515 -0.4004 -0.1811  C12 1.090
51 H -0.2077 -0.4761 -2.5273  C18 1.090
52 H -3.1595 6.6985 -6.1804  C32 1.090
53 H -4.4551 6.7419 -7.6087  C32 1.090
54 H -2.3270 -8.6552 3.4392  C33 1.090
55 H -0.4424 -1.2130 -4.1319  C18 1.090
56 H 9.7769 1.6233 -1.3726  C21 1.090
57 H -10.0445 -1.3839 0.6109  C14 1.090
58 H 8.3996 -2.2547 3.9298  C24 1.090
59 H -2.4430 1.6822 3.8542  C13 1.090
60 H 0.2606 -2.8354 -0.6252  C17 1.090
61 H -1.2323 -1.8819 -2.7674  C18 1.090
62 H -4.9527 4.5854 4.4339  C30 1.090
63 H 6.2251 0.7489 -2.5266  C27 1.090
64 H -6.3206 -1.9014 0.3173  C12 1.090
65 H -9.9478 -0.4263 2.1561  C14 1.090
66 H -4.2951 5.5560 3.0717  C30 1.090
67 H -4.3199 5.6006 -6.3250  C32 1.090
68 H -0.8579 -9.0993 4.3974  C33 1.090
69 H -3.3097 5.1425 4.5168  C30 1.090
70 H -3.2902 5.1287 -8.9220  C16 1.090
71 H -3.0075 2.3565 1.7184  C25 1.101
72 H -3.2664 3.5457 -6.6947  C22 1.090
73 H 7.4470 0.1042 -1.4594  C27 1.090
74 H 8.6714 2.8426 -1.0526  C21 1.090
75 H 7.4562 -0.4288 5.5127  C28 1.090
76 H 4.8876 -2.0323 5.2221  C31 1.090
77 H 6.5988 1.6549 -1.1362  C27 1.090
78 H -1.1946 -7.6380 1.6535  C34 1.090
79 H -1.9630 5.9556 -8.1573  C16 1.090
80 H 5.2417 -0.2957 5.0002  C31 1.090

HOMO level = -9.29 eV
electronic energy = -179761.2778 eV
ΔE to the lowest compared entry with this formula, charge and spin = 0.861 eV
SMILES = CN(C)C=O.CN(C)C=O.CN(C)C=O.BrCCBr.CCCC#N.CCCC#N.CCCC#N
net charge = 0
Kohn-Sham gap = 9.47 eV

Entry 3:
C23H46NO5 | ωB97M-V/def2-TZVPD

Each atom is followed by the atoms it is bonded to, with distances in Å.
Positions of all 75 atoms, in Å:
1 O 4.1257 -1.3810 2.6514  C21 1.208
2 O 2.0277 -1.6657 -6.7220  C22 1.207
3 O -0.1842 -2.4636 0.9819  C14 1.411, C29 1.418
4 O -3.3967 -0.2892 -1.2148  N6 1.274
5 O 2.9137 3.0250 2.4337  C19 1.427, H73 0.961
6 N -3.3716 0.7602 -0.4937  O4 1.274, C12 1.501, C23 1.499
7 C -3.9418 3.1409 -0.9892  C23 1.536, H37 1.095, H57 1.092, H70 1.084
8 C -4.1710 1.4614 1.7541  C12 1.536, H59 1.093, H66 1.088, H71 1.094
9 C -2.7715 1.7588 -2.6488  C23 1.526, H33 1.094, H47 1.090, H48 1.088
10 C 0.9863 -0.4489 -0.5050  C16 1.537, C18 1.529, H38 1.096, H50 1.082
11 C 4.4525 -1.7662 4.9752  C21 1.509, H30 1.092, H35 1.087, H74 1.091
12 C -3.1949 0.5599 0.9833  N6 1.501, C8 1.536, C15 1.559, C26 1.522
13 C -0.8029 1.3859 0.2960  C15 1.536, C16 1.566, C17 1.538, C25 1.549
14 C 0.7777 -2.8765 1.9272  O3 1.411, H40 1.096, H43 1.098, H53 1.093
15 C -1.7320 0.8854 1.4114  C12 1.559, C13 1.536, H36 1.094, H58 1.098
16 C -0.3950 0.2092 -0.6542  C10 1.537, C13 1.566, H45 1.094, H51 1.090
17 C -1.5508 2.4551 -0.5175  C13 1.538, C23 1.554, H65 1.098, H69 1.098
18 C 0.9900 -1.8497 -1.1185  C10 1.529, C29 1.548, H64 1.094, H68 1.095
19 C 2.4904 1.6651 2.3474  O5 1.427, C20 1.519, H31 1.092, H49 1.097
20 C 0.9816 1.5164 2.2484  C19 1.519, C25 1.541, H42 1.094, H67 1.091
21 C 4.8275 -1.2147 3.6211  O1 1.208, C11 1.509, C27 1.508
22 C 0.8781 -1.7425 -6.3621  O2 1.207, C24 1.510, C28 1.510
23 C -2.9017 2.0225 -1.1515  N6 1.499, C7 1.536, C9 1.526, C17 1.554
24 C 0.3675 -0.9859 -5.1590  C22 1.510, H41 1.091, H62 1.092, H72 1.087
25 C 0.4148 2.0957 0.9377  C13 1.549, C20 1.541, H60 1.097, H61 1.099
26 C -3.5293 -0.8918 1.2938  C12 1.522, H52 1.091, H63 1.094, H75 1.090
27 C 6.1158 -0.4346 3.5421  C21 1.508, H39 1.087, H46 1.092, H56 1.092
28 C -0.1283 -2.6020 -7.0899  C22 1.510, H32 1.092, H34 1.092, H44 1.087
29 C 0.1192 -2.8678 -0.3432  O3 1.418, C18 1.548, H54 1.097, H55 1.092
30 H 4.3662 -0.9525 5.6977  C11 1.092
31 H 2.8621 1.1819 3.2537  C19 1.092
32 H -0.5443 -3.3473 -6.4095  C28 1.092
33 H -2.4256 2.6794 -3.1279  C9 1.094
34 H -0.9590 -1.9876 -7.4421  C28 1.092
35 H 3.5091 -2.3026 4.9099  C11 1.087
36 H -1.2986 -0.0136 1.8590  C15 1.094
37 H -3.5959 4.0201 -1.5418  C7 1.095
38 H 1.7440 0.1506 -1.0216  C10 1.096
39 H 6.2767 -0.0875 2.5251  C27 1.087
40 H 1.8017 -2.6809 1.5883  C14 1.096
41 H -0.0326 -1.6839 -4.4216  C24 1.091
42 H 0.5338 2.0292 3.1053  C20 1.094
43 H 0.6709 -3.9456 2.1536  C14 1.098
44 H 0.3482 -3.0964 -7.9322  C28 1.087
45 H -0.4609 0.5572 -1.6896  C16 1.094
46 H 6.9524 -1.0609 3.8574  C27 1.092
47 H -3.7339 1.4789 -3.0780  C9 1.090
48 H -2.0619 0.9621 -2.8618  C9 1.088
49 H 2.9720 1.1686 1.4958  C19 1.097
50 H 1.2928 -0.5223 0.5306  C10 1.082
51 H -1.1443 -0.5777 -0.5615  C16 1.090
52 H -4.5139 -1.1609 0.9090  C26 1.091
53 H 0.6074 -2.3053 2.8429  C14 1.093
54 H 0.6363 -3.8351 -0.3085  C29 1.097
55 H -0.8388 -3.0296 -0.8424  C29 1.092
56 H 6.0756 0.4196 4.2207  C27 1.092
57 H -4.9010 2.8318 -1.4109  C7 1.092
58 H -1.7635 1.6514 2.1975  C15 1.098
59 H -5.1606 1.4550 1.2910  C8 1.093
60 H 0.1289 3.1370 1.1304  C25 1.097
61 H 1.2139 2.1412 0.1843  C25 1.099
62 H -0.4466 -0.3200 -5.4513  C24 1.092
63 H -3.5190 -1.0164 2.3807  C26 1.094
64 H 2.0184 -2.2165 -1.1903  C18 1.094
65 H -0.8929 2.8108 -1.3209  C17 1.098
66 H -3.8214 2.4891 1.8333  C8 1.088
67 H 0.7413 0.4565 2.3428  C20 1.091
68 H 0.6115 -1.7874 -2.1444  C18 1.095
69 H -1.7281 3.3151 0.1421  C17 1.098
70 H -4.0902 3.4427 0.0408  C7 1.084
71 H -4.2717 1.0768 2.7729  C8 1.094
72 H 1.1754 -0.4075 -4.7173  C24 1.087
73 H 2.8239 3.4288 1.5665  O5 0.961
74 H 5.2344 -2.4371 5.3355  C11 1.091
75 H -2.7889 -1.5710 0.8716  C26 1.090

HOMO level (spin up / spin down) = -7.65 / -9.16 eV
electronic energy = -36322.3857 eV
net charge = 0
multiplicity = 2
Kohn-Sham gap (spin up / spin down) = 8.28 / 9.79 eV